Here is a single C3H5N3S2 molecule from the Open Molecules 2025 dataset. Energies are from ωB97M-V/def2-TZVPD.

The geometry in XYZ format:
```
13
Properties=species:S:1:pos:R:3:nbo_charge:R:1
N -1.294 -0.608 -0.010 -0.5968
C -1.002 -0.053 -2.330 -0.6599
H -0.413 -0.788 -2.993 0.2304
C -0.453 -0.263 -0.917 0.0928
H 0.966 1.493 0.925 0.4071
S -0.896 -1.037 1.573 0.5059
H 1.767 0.496 3.229 0.3433
H -0.650 0.942 -2.626 0.2289
H -2.142 -0.156 -2.364 0.2540
N 0.937 -0.116 3.210 -0.6317
S 1.312 -0.173 -0.626 0.4236
C 0.610 -0.230 1.964 0.2016
N 1.257 0.493 0.967 -0.7993
```

For the lowest unoccupied orbital energy, the calculation gives 0.343 eV. The multiplicity is 1. Its largest force on an atom is 2.5 eV/Å. As for the electronic energy: -1077.909040 a.u. For the relative energy (zero: lowest compared OMol25 entry of this formula, charge and spin), the calculation gives 30.14 kcal per mole. Its structure (SMILES) is [H]/N=C1\NSC(C)=NS1.



Here is 4 unconnected molecules or ions with the total composition C31H69NO11 from the Open Molecules 2025 dataset. Energies are from ωB97M-V/def2-TZVPD.

The geometry in XYZ format:
```
112
Properties=species:S:1:pos:R:3:lowdin_charge:R:1
H 5.724 4.964 4.880 0.0891
O 1.202 3.109 4.484 -0.1981
C 0.378 3.303 1.528 -0.1832
O 9.502 4.042 4.977 -0.1203
H 1.712 2.972 -0.114 0.1254
H 0.688 4.864 5.343 0.0877
H -3.582 -0.168 1.785 0.1028
C 9.164 4.144 3.605 -0.1865
H -4.159 -6.486 -1.765 0.0888
H 0.298 3.931 2.418 0.1213
H 3.718 2.167 0.313 0.0896
C -7.367 -0.717 -0.585 -0.1117
H 4.979 4.615 3.300 0.0810
C 1.482 -4.271 -5.515 -0.6190
C 3.929 3.060 0.913 -0.1089
H 9.340 3.206 3.073 0.1205
H -3.826 2.500 -1.069 0.1093
C -3.103 -0.626 -3.373 -0.2109
H 11.475 1.117 3.634 0.0879
H -4.566 2.019 -3.258 0.1076
H 2.220 -2.474 -6.013 0.1279
C -2.158 -0.754 0.303 -0.1086
H 0.143 -1.789 -7.203 0.1154
H -3.155 -5.490 -2.848 0.0841
H -2.482 0.180 -3.784 0.1202
H -0.311 1.695 4.434 0.1255
O 2.721 -4.654 -5.115 0.1110
H -3.937 -2.454 -4.106 0.1000
H -7.902 -4.415 -3.153 0.1293
H -8.422 -2.695 0.395 0.1256
H 2.118 1.482 2.595 0.1205
H -6.891 -0.189 -1.410 0.0592
C 0.766 1.786 4.243 -0.2043
H 7.692 4.910 2.278 0.1271
O 0.225 1.930 1.838 -0.1317
H 3.411 -4.111 -5.513 0.1068
H 0.894 -0.875 -4.892 0.1109
H 7.589 5.557 3.928 0.1250
H 1.530 4.668 0.379 0.1278
H -5.668 -4.514 -3.893 0.1245
C -7.338 -2.860 0.429 -0.1967
C 7.763 4.646 3.343 -0.2068
H 1.288 1.095 4.920 0.1285
H -8.418 -0.898 -0.839 0.0934
H -2.699 -0.842 -2.380 0.0829
H -2.607 1.167 1.163 0.0991
H -0.469 3.531 0.875 0.1268
O -6.670 -1.926 -0.399 -0.2095
H -4.993 1.262 0.461 0.1103
H -5.746 1.296 -2.190 0.0921
C -3.767 -5.478 -1.939 -0.1086
H -2.953 -1.620 -5.291 0.1120
C -7.139 -4.193 -2.402 -0.1846
H -7.458 -4.933 0.786 0.1285
H -0.605 -3.113 -6.331 0.1137
H -2.057 -3.247 -2.890 0.1035
C -5.862 -4.855 -2.864 -0.2051
C -0.035 -1.427 -5.081 -0.1815
C -1.838 -2.794 -3.862 -0.2069
C 10.579 0.488 3.583 -0.1148
C -4.272 0.641 -0.083 -0.2161
H -7.008 -2.733 1.470 0.1289
O -7.663 -4.694 -1.186 -0.1170
H -0.655 3.710 5.189 0.0870
H -7.005 -3.110 -2.361 0.1164
H 4.372 3.822 0.261 0.0909
N 1.446 -3.088 -6.230 0.0644
H -0.452 -1.383 -2.978 0.1040
H 0.266 -2.879 -3.515 0.1077
C -0.470 -2.118 -3.788 -0.1972
O 9.473 1.121 4.180 -0.1953
C 0.176 -2.357 -6.273 -0.1833
H 0.833 0.281 2.776 0.1275
C -4.543 -0.143 -3.230 -0.2024
H 9.848 4.898 3.206 0.1280
C 5.570 4.191 4.119 -0.1061
C 0.413 3.813 5.413 -0.1139
H 4.650 2.797 1.687 0.0774
H 10.802 -0.476 4.055 0.0876
C -3.008 -1.887 -4.229 -0.1988
H 0.588 3.471 6.440 0.0877
H 10.329 0.315 2.538 0.0868
O -4.780 -4.503 -2.027 -0.2072
C 1.059 1.349 2.826 -0.1806
H 9.141 3.202 6.754 0.1283
H -0.774 -0.673 -5.372 0.1030
C -3.809 1.434 -1.314 -0.2050
H -5.955 -4.446 -0.014 0.1204
H -4.814 -0.261 -0.390 0.0854
H -5.118 -0.910 -2.697 0.0969
C 8.989 2.939 5.704 -0.1858
C 9.732 1.643 5.470 -0.2067
H -5.988 -5.944 -2.887 0.1261
H -2.679 -1.536 -0.257 0.0678
H 5.007 3.371 4.562 0.0917
H -4.989 -0.076 -4.228 0.1159
H -2.766 1.202 -1.544 0.0939
O 2.779 3.537 1.568 -0.2016
O 6.796 3.665 3.660 -0.2004
C -7.034 -4.283 0.016 -0.1834
C -3.149 0.260 0.877 -0.2500
H -3.132 -5.205 -1.097 0.0893
H -7.328 -0.082 0.308 0.0937
H 9.403 0.923 6.232 0.1271
H -1.770 -3.625 -4.570 0.1000
C -4.706 1.213 -2.532 -0.2077
C 1.630 3.639 0.752 -0.2031
H 7.919 2.804 5.534 0.1209
H 10.806 1.813 5.606 0.1240
H -1.425 -0.286 -0.357 0.0629
O 0.530 -4.956 -5.282 0.1088
H -1.608 -1.243 1.110 0.0668
```

For the lowest unoccupied orbital energy, the calculation gives 0.493 eV. The multiplicity is 1. Its largest force on an atom is 0.6 eV/Å. As for the electronic energy: -2104.803719 a.u. Its structure (SMILES) is CCCCCCCCCCCCNC(=O)O.COCCOCCOC.COCCOCCOC.COCCOCCOC.



Here is 2 unconnected molecules or ions with the total composition H2O4S from the Open Molecules 2025 dataset. Energies are from ωB97M-V/def2-TZVPD.

The geometry in XYZ format:
```
7
Properties=species:S:1:pos:R:3:nbo_charge:R:1
H -1.629 -1.157 0.706 0.4698
H -1.289 1.065 -0.544 0.4598
S 1.908 0.055 0.303 1.6690
O 2.220 1.153 -0.533 -0.8431
O -1.920 0.530 -0.068 -0.4441
O -1.067 -0.430 0.491 -0.4830
O 1.777 -1.216 -0.356 -0.8284
```

For the lowest unoccupied orbital energy, the calculation gives -0.893 eV. The multiplicity is 1. Its largest force on an atom is 1.9 eV/Å. As for the electronic energy: -700.228069 a.u. For the relative energy (zero: lowest compared OMol25 entry of this formula, charge and spin), the calculation gives 0.51 kcal per mole.



Here is 4 unconnected molecules or ions with the total composition C7H10S from the Open Molecules 2025 dataset. Energies are from ωB97M-V/def2-TZVPD.

The geometry in XYZ format:
```
18
Properties=species:S:1:pos:R:3:nbo_charge:R:1
H 1.288 -2.494 -0.265 0.2109
C -1.916 -1.020 0.019 -0.2596
H 2.048 1.741 0.851 0.2487
H -0.493 1.212 -0.884 0.2319
H -1.267 -0.061 2.040 0.2517
H -3.619 0.313 1.148 0.2558
C 0.563 0.833 -0.591 0.0197
C 0.572 -0.603 -0.601 -0.2505
C 1.861 1.712 -0.217 -0.6953
H -0.859 -2.428 -1.092 0.1922
C -2.172 0.276 0.909 -0.6952
C 1.509 -1.470 -0.259 -0.1874
H 2.899 1.393 -0.716 0.2626
H -2.657 -1.897 -0.057 0.2377
H -1.801 1.766 0.434 0.2292
S 2.994 -0.963 0.535 -0.0842
H 1.859 2.869 -0.544 0.2173
C -0.807 -1.180 -0.712 -0.1853
```

For the lowest unoccupied orbital energy, the calculation gives -1.354 eV. The multiplicity is 1. Its largest force on an atom is 8.5 eV/Å. As for the electronic energy: -670.555569 a.u. For the relative energy (zero: lowest compared OMol25 entry of this formula, charge and spin), the calculation gives 218.37 kcal per mole.



Here is 2 unconnected molecules or ions with the total composition C10H13O3 from the Open Molecules 2025 dataset. Energies are from ωB97M-V/def2-TZVPD.

The geometry in XYZ format:
```
26
Properties=species:S:1:pos:R:3:nbo_charge:R:1
O 0.466 1.963 1.314 -0.6784
H -3.542 0.437 -1.907 0.2382
H 2.046 0.777 2.932 0.2283
O -1.757 0.510 0.312 -0.2828
H 0.083 0.437 -0.863 0.2068
C 1.071 0.783 1.025 0.3051
C -2.042 1.982 -2.115 -0.6056
C 2.313 -1.063 1.814 -0.1807
H -2.234 2.248 -3.145 0.2259
H -0.443 1.910 0.995 0.4897
H 1.247 -1.610 -1.354 0.2081
C 2.534 -3.172 0.507 -0.6300
C 1.973 -1.803 0.669 -0.0428
C -2.952 0.925 0.028 0.7337
C 1.928 0.240 2.004 -0.2483
H 2.828 -1.609 2.603 0.2084
H -4.004 2.118 -1.426 0.2448
H 2.176 -3.883 1.237 0.2174
C 1.302 -1.168 -0.360 -0.1904
O -3.811 1.004 0.877 -0.4924
H 2.396 -3.617 -0.485 0.2144
H 3.607 -3.144 0.603 0.2158
C 0.903 0.175 -0.198 -0.2753
H -1.169 1.325 -2.110 0.2062
H -1.690 2.879 -1.570 0.2119
C -3.228 1.353 -1.387 -0.5280
```

For the lowest unoccupied orbital energy (spin up / spin down), the calculation gives 0.674 / -3.700 eV. The multiplicity is 2. Its largest force on an atom is 2.3 eV/Å. As for the electronic energy: -614.476694 a.u. For the relative energy (zero: lowest compared OMol25 entry of this formula, charge and spin), the calculation gives 38.96 kcal per mole.



Here is a molecular structure, C5H8O4P from the Open Molecules 2025 dataset. Energies are from ωB97M-V/def2-TZVPD.

The geometry in XYZ format:
```
18
Properties=species:S:1:pos:R:3:nbo_charge:R:1
C -0.186 1.054 0.569 0.0402
C -0.443 0.394 1.964 -0.6415
H 0.950 -2.200 -0.169 0.2148
O -1.837 -0.468 -1.985 -0.7436
H 0.327 0.737 2.622 0.2077
H 1.918 -1.027 -1.359 0.2344
H 1.956 -0.736 0.493 0.1862
O 0.354 0.001 -3.374 -1.1633
C -1.511 -0.729 -0.726 0.7335
H -0.413 -0.727 1.938 0.2241
H 1.662 1.308 0.025 0.4601
C -0.214 0.020 -0.515 -0.4370
H -1.331 0.745 2.454 0.2075
O 1.086 1.880 0.453 -0.7326
C 1.440 -1.253 -0.373 -0.6323
O -2.236 -1.352 -0.015 -0.6381
H -1.088 1.689 0.338 0.1879
P -0.434 0.661 -2.338 1.2920
```

For the lowest unoccupied orbital energy, the calculation gives 3.542 eV. The multiplicity is 1. The total charge is -1. Its largest force on an atom is 4.5 eV/Å. As for the electronic energy: -837.657588 a.u. For the relative energy (zero: lowest compared OMol25 entry of this formula, charge and spin), the calculation gives 38.78 kcal per mole.



Here is 2 unconnected molecules or ions with the total composition C7H14 from the Open Molecules 2025 dataset. Energies are from ωB97M-V/def2-TZVPD.

The geometry in XYZ format:
```
21
Properties=species:S:1:pos:R:3:nbo_charge:R:1
H -2.800 -0.719 -0.826 0.2091
H 1.932 0.501 -1.726 0.1988
C -0.312 1.014 -0.162 -0.2628
H 1.140 -0.067 2.308 0.2012
C 0.274 -0.195 0.411 0.0527
H 0.243 1.612 -0.887 0.2273
H -0.297 -0.544 -1.718 0.2313
H -0.558 2.522 1.322 0.2142
H 2.286 -1.251 -1.656 0.2079
H -1.587 1.107 1.538 0.2144
H -1.990 2.312 0.281 0.2085
H 1.987 -0.399 -0.152 0.2474
C -1.917 -1.133 -0.335 -0.6082
C -1.177 1.791 0.790 -0.6066
C 2.415 -0.294 -1.147 -0.8675
H 0.764 -1.788 1.689 0.2020
C -0.659 -0.389 -0.699 -0.2612
H 3.453 -0.048 -0.960 0.2113
H -1.812 -2.187 -0.613 0.2155
H -2.050 -1.093 0.749 0.2150
C 0.721 -0.712 1.542 -0.4501
```

For the lowest unoccupied orbital energy, the calculation gives 0.953 eV. The multiplicity is 1. Its largest force on an atom is 1.1 eV/Å. As for the electronic energy: -275.007967 a.u. For the relative energy (zero: lowest compared OMol25 entry of this formula, charge and spin), the calculation gives 67.95 kcal per mole. Its structure (SMILES) is C=C1[C@@H](C)[C@H]1C.C.